1.
Density functional theory data (ωB97M-V/def2-TZVPD) for a cluster of 8 separate species, C24H58BBr2O32P6 in total in a non-equilibrium geometry.

Last column: Löwdin charge in e.
Atoms and positions in Å:
O: 15.79 8.66 -3.60  0.148
C: 16.66 7.83 -3.59  -0.409
O: 16.78 6.85 -2.72  0.210
B: 17.89 5.96 -3.14  -0.937
O: 18.65 6.74 -4.12  0.230
C: 17.92 7.79 -4.48  -0.358
O: 18.16 8.54 -5.39  0.151
O: 17.33 4.70 -3.63  0.215
C: 17.82 3.67 -2.95  -0.377
O: 17.59 2.52 -3.16  0.161
C: 18.76 4.27 -1.87  -0.392
O: 18.69 5.59 -1.97  0.186
O: 19.45 3.64 -1.13  0.128
Br: 18.29 7.33 0.79  0.806
C: 17.13 5.80 1.05  -0.673
C: 17.87 4.67 1.70  -0.711
Br: 16.87 3.02 1.56  0.637
H: 16.81 5.54 0.04  0.039
H: 16.20 6.06 1.55  0.065
H: 18.15 4.87 2.74  0.059
H: 18.82 4.48 1.20  0.034
C: 22.55 10.61 2.05  -0.098
O: 23.41 10.22 0.98  -0.199
P: 22.72 9.70 -0.34  0.306
O: 21.72 10.62 -0.88  -0.215
O: 23.92 9.33 -1.29  -0.178
C: 24.34 10.24 -2.29  -0.098
O: 22.16 8.30 0.10  -0.204
C: 21.53 7.46 -0.87  -0.097
H: 21.66 9.98 2.05  0.082
H: 22.18 11.62 1.91  0.089
H: 23.06 10.52 3.00  0.084
H: 25.28 10.74 -2.05  0.088
H: 23.60 11.02 -2.50  0.085
H: 24.55 9.72 -3.22  0.084
H: 21.69 7.75 -1.90  0.093
H: 20.48 7.29 -0.65  -0.001
H: 22.01 6.48 -0.80  0.096
C: 22.58 2.97 -2.89  -0.070
O: 22.74 3.10 -4.31  -0.210
P: 23.41 4.41 -4.88  0.305
O: 24.56 4.88 -4.10  -0.220
O: 23.71 4.01 -6.37  -0.219
C: 24.98 3.42 -6.70  -0.070
O: 22.25 5.45 -5.01  -0.202
C: 21.06 5.14 -5.75  -0.060
H: 21.54 3.20 -2.64  0.073
H: 23.16 3.74 -2.37  0.082
H: 22.86 1.98 -2.57  0.089
H: 25.76 4.08 -6.33  0.085
H: 25.01 3.39 -7.79  0.085
H: 25.05 2.41 -6.30  0.088
H: 20.79 6.03 -6.30  0.083
H: 20.23 4.86 -5.10  0.084
H: 21.24 4.34 -6.46  0.089
C: 19.03 11.33 -6.63  -0.068
O: 18.85 11.39 -8.06  -0.207
P: 18.72 10.01 -8.84  0.319
O: 19.82 9.07 -8.68  -0.212
O: 17.30 9.53 -8.40  -0.193
C: 16.89 8.15 -8.46  -0.050
O: 18.48 10.56 -10.31  -0.199
C: 19.58 10.72 -11.18  -0.120
H: 20.01 10.92 -6.40  0.071
H: 18.24 10.76 -6.14  0.068
H: 18.96 12.34 -6.24  0.086
H: 15.89 8.11 -8.87  0.063
H: 16.86 7.82 -7.42  0.076
H: 17.61 7.53 -8.99  0.094
H: 19.72 11.80 -11.37  0.088
H: 19.39 10.23 -12.13  0.084
H: 20.54 10.39 -10.80  0.075
C: 17.59 10.00 -1.14  -0.098
O: 17.40 11.42 -1.26  -0.194
P: 17.60 12.18 -2.61  0.315
O: 18.96 12.14 -3.13  -0.208
O: 17.05 13.61 -2.19  -0.222
C: 17.48 14.73 -2.98  -0.095
O: 16.55 11.66 -3.67  -0.202
C: 15.15 11.78 -3.52  -0.106
H: 17.95 9.61 -2.09  0.085
H: 16.76 9.57 -0.60  0.076
H: 18.49 9.84 -0.53  0.050
H: 17.85 14.43 -3.96  0.080
H: 18.26 15.25 -2.44  0.089
H: 16.62 15.38 -3.13  0.084
H: 14.76 12.23 -4.44  0.089
H: 14.80 12.42 -2.70  0.087
H: 14.68 10.81 -3.36  0.073
C: 21.89 8.48 -6.06  -0.067
O: 22.47 9.78 -5.81  -0.206
P: 23.85 10.17 -6.43  0.308
O: 24.88 9.16 -6.44  -0.209
O: 24.09 11.45 -5.51  -0.221
C: 25.22 12.26 -5.77  -0.102
O: 23.59 10.77 -7.88  -0.199
C: 22.55 11.73 -8.07  -0.080
H: 21.82 7.96 -5.10  0.084
H: 22.53 7.91 -6.72  0.092
H: 20.88 8.56 -6.45  0.059
H: 25.83 12.33 -4.87  0.086
H: 24.88 13.25 -6.08  0.087
H: 25.83 11.89 -6.60  0.088
H: 21.84 11.37 -8.82  0.074
H: 22.93 12.68 -8.41  0.090
H: 21.95 11.80 -7.16  0.075
C: 14.86 5.49 -5.69  -0.044
O: 14.07 6.61 -6.17  -0.206
P: 13.14 6.39 -7.40  0.326
O: 12.37 5.14 -7.48  -0.221
O: 14.16 6.57 -8.61  -0.242
C: 13.67 6.51 -9.94  -0.104
O: 12.23 7.68 -7.42  -0.193
C: 12.85 8.96 -7.33  -0.092
H: 14.43 4.55 -6.03  0.090
H: 14.92 5.56 -4.61  0.088
H: 15.87 5.59 -6.09  0.092
H: 14.33 5.84 -10.52  0.090
H: 13.79 7.50 -10.39  0.087
H: 12.69 6.07 -10.08  0.089
H: 13.89 8.95 -7.01  0.084
H: 12.27 9.60 -6.67  0.089
H: 12.86 9.44 -8.32  0.089

Values from the calculation:
* DFT total energy: -10578.887514 a.u.
* energy above the lowest of the compared OMol25 structures with the same formula, charge and spin: 0.000 eV
* Kohn-Sham gap: 10.138 eV
* net charge: -1
* LUMO level: 2.163 eV


2.
Density functional theory data (ωB97M-V/def2-TZVPD) for a structure of composition C30H33N4O4PPdS in a non-equilibrium geometry.

Last column: Löwdin charge in e.
Atoms and positions in Å:
Pd: -0.85 0.13 0.97  1.030
N: -1.11 -1.14 2.92  -0.004
C: -0.13 -2.22 3.07  -0.220
C: 1.23 -1.63 2.84  -0.217
N: 1.26 -1.04 1.50  0.009
H: -0.97 -0.44 3.63  0.086
H: -2.07 -1.45 2.95  0.085
H: -0.34 -2.99 2.33  0.116
H: -0.17 -2.68 4.06  0.131
H: 2.01 -2.38 2.98  0.129
H: 1.41 -0.83 3.57  0.125
H: 1.55 -1.72 0.81  0.061
H: 1.91 -0.26 1.45  0.078
N: 0.08 3.27 -2.01  0.239
C: -0.52 2.39 -1.23  -0.508
O: 0.15 1.62 -0.49  -0.141
C: -2.01 2.27 -1.26  -0.173
C: -2.41 0.85 -1.10  0.015
H: 1.08 3.40 -1.96  0.133
H: -0.45 3.95 -2.54  0.136
H: -2.44 2.71 -2.16  0.139
H: -2.37 2.86 -0.41  0.113
H: -1.99 0.12 -1.78  0.041
H: -3.43 0.67 -0.77  0.070
O: -0.11 1.45 2.64  -0.021
C: -1.28 1.89 2.79  -0.513
N: -2.11 1.93 1.72  -0.086
S: -3.62 1.45 2.26  0.656
O: -4.67 2.11 1.54  -0.253
O: -3.62 0.01 2.26  -0.321
C: -3.35 2.03 3.91  -0.208
C: -4.24 2.32 4.91  -0.004
C: -3.72 2.80 6.11  -0.026
C: -2.35 2.98 6.28  -0.031
C: -1.46 2.69 5.25  0.015
C: -1.97 2.22 4.06  -0.148
H: -5.31 2.17 4.78  0.134
H: -4.39 3.05 6.92  0.123
H: -1.98 3.38 7.21  0.121
H: -0.39 2.86 5.37  0.130
C: 0.98 1.21 -5.96  -0.029
C: 2.11 1.39 -5.17  -0.044
C: 2.15 0.88 -3.89  -0.062
C: 1.05 0.14 -3.40  -0.351
C: -0.09 -0.02 -4.20  -0.081
C: -0.12 0.51 -5.48  -0.041
P: 1.07 -0.57 -1.78  1.218
C: 0.30 -2.19 -1.90  -0.363
C: -0.60 -2.63 -0.92  -0.110
C: -1.16 -3.89 -0.99  -0.048
C: -0.83 -4.72 -2.06  -0.032
C: 0.03 -4.28 -3.06  -0.036
C: 0.60 -3.02 -2.99  -0.080
C: 2.75 -0.70 -1.20  -0.385
C: 3.45 -1.90 -1.31  -0.060
C: 4.78 -1.95 -0.89  -0.039
C: 5.39 -0.82 -0.35  -0.033
C: 4.68 0.37 -0.23  -0.045
C: 3.36 0.44 -0.64  -0.112
H: 0.96 1.63 -6.96  0.123
H: 2.97 1.92 -5.56  0.121
H: 3.03 1.02 -3.27  0.106
H: -0.94 -0.58 -3.83  0.108
H: -0.99 0.38 -6.10  0.122
H: -0.88 -1.97 -0.10  0.049
H: -1.85 -4.22 -0.24  0.120
H: -1.27 -5.71 -2.12  0.124
H: 0.26 -4.93 -3.90  0.123
H: 1.27 -2.68 -3.77  0.122
H: 2.98 -2.78 -1.73  0.107
H: 5.33 -2.87 -1.00  0.122
H: 6.42 -0.88 -0.03  0.123
H: 5.16 1.24 0.19  0.121
H: 2.79 1.35 -0.53  0.103

Values from the calculation:
* 2S+1: 5
* DFT total energy: -2549.776871 a.u.
* energy above the lowest of the compared OMol25 structures with the same formula, charge and spin: 1.533 eV
* Kohn-Sham gap (spin up / spin down): 8.790 / 6.158 eV
* net charge: +2
* LUMO level (spin up / spin down): -5.008 / -8.116 eV


3.
Density functional theory data (ωB97M-V/def2-TZVPD) for an isolated molecule of C5H7NO in a non-equilibrium geometry.

Last column: natural (NBO) charge in e.
Atoms and positions in Å:
C: -0.79 0.58 -0.50  -0.419
N: 0.13 -0.11 0.38  -0.411
C: 1.41 -0.15 -0.32  -0.419
C: -0.22 -1.07 1.24  0.149
C: -1.31 -1.36 1.97  -0.319
C: -0.09 -1.92 2.40  0.536
O: 0.52 -2.56 3.20  -0.582
H: -0.88 0.18 -1.55  0.189
H: -1.86 0.45 -0.17  0.223
H: -0.26 1.54 -0.56  0.214
H: 1.30 -0.77 -1.21  0.189
H: 1.70 0.93 -0.63  0.204
H: 2.37 -0.69 0.19  0.233
H: -2.30 -1.09 2.07  0.215

Values from the calculation:
* SMILES: CN(C)c1cc1=O
* DFT total energy: -324.591930 a.u.
* energy above the lowest of the compared OMol25 structures with the same formula, charge and spin: 3.607 eV
* Kohn-Sham gap: 9.613 eV
* LUMO level: 0.674 eV